No. 1
A structure of composition C25H29AuIN6 in a non-equilibrium geometry, computed with ωB97M-V/def2-TZVPD.

Geometry as XYZ:
```
62
C25H29AuIN6, DFT ωB97M-V/def2-TZVPD
Au 0.2408 0.2804 0.2964
C -3.5552 0.0736 -1.0079
C -3.0355 -0.9719 -0.0258
C -2.0560 -1.9834 -0.6119
N -0.6574 -1.5486 -0.6443
C 0.2816 -2.4468 -0.8733
C -0.0273 -3.7985 -1.2163
C 0.7318 -4.7760 -1.8006
C 2.0576 -4.7482 -2.2523
C 2.9410 -3.7201 -2.0526
C 2.7812 -2.5327 -1.3271
C 1.6753 -2.0015 -0.6658
N 1.7964 -0.9608 0.1869
C 3.1255 -0.4521 0.4856
C 3.1792 0.5823 1.6243
C 2.0325 0.5570 2.6293
N 0.8413 1.1123 2.0144
C -0.1848 1.6256 2.7214
C -0.2130 1.6229 4.1120
C -1.0510 2.3129 4.9892
C -2.0035 3.2656 4.7198
C -2.3686 3.7314 3.4533
C -2.0299 3.2693 2.2064
C -1.2375 2.1468 1.8439
N -1.2697 1.5936 0.6419
C -2.1427 2.1226 -0.4058
C -2.5428 1.1127 -1.4707
H -4.4126 0.5897 -0.5667
H -3.9443 -0.4494 -1.8868
H -3.8922 -1.5375 0.3477
H -2.5869 -0.5059 0.8538
H -2.3773 -2.2693 -1.6221
H -2.1184 -2.8871 0.0023
H -1.0506 -4.0896 -1.0313
H 0.2017 -5.7054 -1.9777
H 2.4116 -5.6181 -2.7881
H 3.9310 -3.8501 -2.4749
H 3.6856 -1.9460 -1.2632
H 3.5720 -0.0021 -0.4114
H 3.7509 -1.3107 0.7510
H 3.2205 1.5919 1.2110
H 4.1146 0.4333 2.1642
H 2.3025 1.1982 3.4711
H 1.8546 -0.4536 3.0160
H 0.5276 0.9981 4.5915
H -0.8807 2.0916 6.0363
H -2.4886 3.7329 5.5661
H -3.0444 4.5794 3.4497
H -2.4513 3.8236 1.3812
H -1.6424 2.9777 -0.8761
H -3.0546 2.4967 0.0629
H -1.6593 0.6369 -1.8887
H -2.9791 1.6896 -2.2905
I 3.0965 2.4711 -5.2478
C 1.8641 1.4405 -3.9693
C 1.1105 0.3213 -4.2473
N 0.4558 0.0096 -3.1161
N 0.7518 0.8432 -2.1114
C 1.6011 1.7232 -2.6195
H 0.9922 -0.2505 -5.1511
H -0.1580 -0.7664 -2.9240
H 1.9868 2.5245 -2.0110
```

Values from the calculation:
total charge = +1
relative energy (zero: lowest compared OMol25 entry of this formula, charge and spin) = 11.3 kcal/mol
maximum force = 0.0234 hartree/bohr



No. 2
A structure of composition C25H29CrN2OS4 in a non-equilibrium geometry, computed with ωB97M-V/def2-TZVPD.

Geometry as XYZ:
```
62
C25H29CrN2OS4, DFT ωB97M-V/def2-TZVPD
Cr -0.0158 -0.4904 0.3947
C -3.2542 -2.4254 -0.3415
C -2.3885 -2.3210 0.8745
C -1.0341 -2.7027 0.8252
C -0.2411 -2.6406 1.9822
C -0.8025 -2.2371 3.1917
C -2.1438 -1.8882 3.2457
C -2.9238 -1.9172 2.0973
H -2.6617 -2.6233 -1.2318
H -3.8248 -1.5099 -0.4910
H -3.9714 -3.2374 -0.2230
H -0.6716 -3.2342 -0.0493
H 0.7603 -3.0575 1.9716
H -0.2078 -2.2487 4.0943
H -2.5972 -1.6317 4.1931
H -3.9751 -1.6739 2.1582
C 2.0142 -2.7716 -1.5655
C 2.6160 -1.9069 -0.5291
N 1.9537 -1.0817 0.2494
C 2.7796 -0.4854 1.1791
C 4.0884 -0.8526 1.0834
S 4.3054 -1.9754 -0.1911
C 2.1284 0.3599 2.1526
C 2.6671 1.1097 3.1550
S 1.4290 1.8615 4.0653
C 0.2429 1.1291 3.0506
N 0.7516 0.3876 2.0953
C -1.1983 1.3194 3.3166
H 1.1001 -2.3241 -1.9526
H 1.7549 -3.7408 -1.1351
H 2.7315 -2.9524 -2.3641
H 4.9079 -0.5365 1.6959
H 3.6995 1.2415 3.4058
H -1.4533 2.3780 3.2904
H -1.4503 0.9582 4.3115
H -1.7973 0.7859 2.5808
O -0.5490 -1.0692 -1.5582
S -1.0371 -0.1701 -2.6982
C -1.2398 -1.3311 -4.1124
C -0.2844 -0.8678 -5.1996
C 0.9805 -0.4094 -4.4852
C 0.5130 0.5323 -3.3877
H -2.2785 -1.3068 -4.4311
H -0.9995 -2.3234 -3.7378
H -0.7219 -0.0356 -5.7511
H -0.0833 -1.6730 -5.9047
H 1.6655 0.0927 -5.1679
H 1.4958 -1.2680 -4.0526
H 0.2541 1.5137 -3.7752
H 1.2164 0.6350 -2.5643
S -1.1549 1.3664 -0.1485
C -0.5928 2.9786 0.2938
C 0.6500 3.3975 -0.1689
C 1.0806 4.6814 0.0993
C 0.2742 5.5523 0.8165
C -0.9735 5.1391 1.2551
C -1.4159 3.8554 0.9934
H 1.2573 2.7167 -0.7483
H 2.0370 5.0119 -0.2706
H 0.6074 6.5569 1.0166
H -1.6215 5.8185 1.7865
H -2.3968 3.5420 1.3129
```

Values from the calculation:
total charge = +2
relative energy (zero: lowest compared OMol25 entry of this formula, charge and spin) = 18.7 kcal/mol
<S²> = 3.920
maximum force = 0.0299 hartree/bohr
spin multiplicity = 4



Repeat the second record exactly.
A structure of composition C25H29CrN2OS4 in a non-equilibrium geometry, computed with ωB97M-V/def2-TZVPD.

Geometry as XYZ:
```
62
C25H29CrN2OS4, DFT ωB97M-V/def2-TZVPD
Cr -0.0158 -0.4904 0.3947
C -3.2542 -2.4254 -0.3415
C -2.3885 -2.3210 0.8745
C -1.0341 -2.7027 0.8252
C -0.2411 -2.6406 1.9822
C -0.8025 -2.2371 3.1917
C -2.1438 -1.8882 3.2457
C -2.9238 -1.9172 2.0973
H -2.6617 -2.6233 -1.2318
H -3.8248 -1.5099 -0.4910
H -3.9714 -3.2374 -0.2230
H -0.6716 -3.2342 -0.0493
H 0.7603 -3.0575 1.9716
H -0.2078 -2.2487 4.0943
H -2.5972 -1.6317 4.1931
H -3.9751 -1.6739 2.1582
C 2.0142 -2.7716 -1.5655
C 2.6160 -1.9069 -0.5291
N 1.9537 -1.0817 0.2494
C 2.7796 -0.4854 1.1791
C 4.0884 -0.8526 1.0834
S 4.3054 -1.9754 -0.1911
C 2.1284 0.3599 2.1526
C 2.6671 1.1097 3.1550
S 1.4290 1.8615 4.0653
C 0.2429 1.1291 3.0506
N 0.7516 0.3876 2.0953
C -1.1983 1.3194 3.3166
H 1.1001 -2.3241 -1.9526
H 1.7549 -3.7408 -1.1351
H 2.7315 -2.9524 -2.3641
H 4.9079 -0.5365 1.6959
H 3.6995 1.2415 3.4058
H -1.4533 2.3780 3.2904
H -1.4503 0.9582 4.3115
H -1.7973 0.7859 2.5808
O -0.5490 -1.0692 -1.5582
S -1.0371 -0.1701 -2.6982
C -1.2398 -1.3311 -4.1124
C -0.2844 -0.8678 -5.1996
C 0.9805 -0.4094 -4.4852
C 0.5130 0.5323 -3.3877
H -2.2785 -1.3068 -4.4311
H -0.9995 -2.3234 -3.7378
H -0.7219 -0.0356 -5.7511
H -0.0833 -1.6730 -5.9047
H 1.6655 0.0927 -5.1679
H 1.4958 -1.2680 -4.0526
H 0.2541 1.5137 -3.7752
H 1.2164 0.6350 -2.5643
S -1.1549 1.3664 -0.1485
C -0.5928 2.9786 0.2938
C 0.6500 3.3975 -0.1689
C 1.0806 4.6814 0.0993
C 0.2742 5.5523 0.8165
C -0.9735 5.1391 1.2551
C -1.4159 3.8554 0.9934
H 1.2573 2.7167 -0.7483
H 2.0370 5.0119 -0.2706
H 0.6074 6.5569 1.0166
H -1.6215 5.8185 1.7865
H -2.3968 3.5420 1.3129
```

Values from the calculation:
total charge = +2
relative energy (zero: lowest compared OMol25 entry of this formula, charge and spin) = 18.7 kcal/mol
<S²> = 3.920
maximum force = 0.0299 hartree/bohr
spin multiplicity = 4



relative energy (zero: lowest compared OMol25 entry of this formula, charge and spin) of number 1 (C25H29AuIN6)?
11.3 kcal/mol



The lowest maximum force belongs to which entry?
C25H29AuIN6